{"formula": "C26H27F6MoN6O7S2", "method": "ωB97M-V/def2-TZVPD", "elements": ["Mo", "S", "S", "F", "F", "F", "F", "F", "F", "O", "O", "O", "O", "O", "O", "O", "N", "N", "N", "N", "N", "N", "C", "C", "C", "C", "C", "C", "C", "C", "C", "C", "C", "C", "C", "C", "C", "C", "C", "C", "C", "C", "C", "C", "C", "C", "C", "C", "H", "H", "H", "H", "H", "H", "H", "H", "H", "H", "H", "H", "H", "H", "H", "H", "H", "H", "H", "H", "H", "H", "H", "H", "H", "H", "H"], "positions_angstrom": [[-0.025, 0.099, 0.314], [2.745, 0.326, 0.626], [4.205, 2.452, 1.552], [4.916, 2.044, 4.033], [5.151, -0.675, 0.314], [4.318, 0.205, -1.485], [6.305, 3.210, 2.845], [6.176, 1.063, 2.569], [3.599, -1.706, -0.788], [1.873, -0.770, 1.109], [4.857, 2.431, 0.277], [-1.899, 0.804, -0.357], [1.928, 1.076, -0.348], [3.442, 3.577, 1.970], [-1.603, -1.255, 0.179], [-4.246, 1.413, -1.526], [-0.957, 0.761, 3.137], [1.446, -1.584, -3.448], [0.266, -0.715, -1.640], [3.361, 1.072, 1.783], [-0.699, -0.203, 2.390], [1.239, 0.708, -3.207], [-6.486, -1.367, -0.779], [-1.074, -1.494, 2.901], [-0.254, -2.583, 2.649], [-2.422, -0.344, -0.228], [-0.618, 1.983, 2.568], [0.113, 4.380, 1.488], [-0.087, 1.987, 1.268], [-3.823, -0.662, -0.457], [-0.421, 4.350, 2.768], [0.983, -0.526, -2.744], [5.490, 2.165, 2.845], [0.276, 3.214, 0.742], [-0.792, 3.136, 3.321], [-4.293, -1.904, -0.008], [0.396, 1.846, -2.876], [1.468, -2.917, -2.865], [-0.626, -3.830, 3.127], [4.064, -0.516, -0.408], [1.542, -1.561, -4.905], [2.491, 1.062, -3.866], [-5.613, -2.260, -0.162], [-1.812, -3.983, 3.832], [-6.044, -0.140, -1.234], [-2.262, -1.632, 3.604], [-4.711, 0.229, -1.078], [-2.628, -2.885, 4.069], [0.949, -2.383, -5.309], [-7.527, -1.632, -0.907], [-0.550, 1.517, -2.455], [-6.732, 0.545, -1.716], [2.984, 1.840, -3.280], [0.199, 2.408, -3.791], [1.657, -2.863, -1.797], [-0.532, 5.264, 3.334], [0.906, 2.505, -2.175], [0.528, -3.449, -3.044], [-5.968, -3.216, 0.194], [0.679, -2.456, 2.117], [-3.552, -3.002, 4.618], [-2.099, -4.959, 4.200], [0.016, -4.683, 2.954], [0.728, 3.291, -0.236], [-4.969, 1.917, -1.918], [0.429, 5.324, 1.062], [-0.171, -1.631, -1.640], [2.274, -3.485, -3.327], [2.573, -1.682, -5.240], [1.145, -0.629, -5.297], [-2.887, -0.767, 3.777], [2.306, 1.444, -4.871], [3.153, 0.205, -3.921], [-3.592, -2.570, 0.478], [-1.200, 3.061, 4.320]], "lumo_energy_ev": [-3.382, -4.221], "homo_energy_ev": [-11.423, -11.489], "charge": 1, "spin_multiplicity": 3}



{"formula": "C26H27IrN4OPS2Te", "method": "ωB97M-V/def2-TZVPD", "elements": ["Ir", "Te", "S", "S", "P", "O", "N", "N", "N", "N", "C", "C", "C", "C", "C", "C", "C", "C", "C", "C", "C", "C", "C", "C", "C", "C", "C", "C", "C", "C", "C", "C", "C", "C", "C", "C", "H", "H", "H", "H", "H", "H", "H", "H", "H", "H", "H", "H", "H", "H", "H", "H", "H", "H", "H", "H", "H", "H", "H", "H", "H", "H", "H"], "positions_angstrom": [[-0.152, 0.336, 0.448], [0.662, 2.941, 0.070], [0.276, -0.198, -1.733], [2.016, -0.392, 0.365], [-1.035, -1.791, 0.843], [-0.535, 0.960, 2.455], [1.211, 0.242, 3.705], [4.194, -3.335, -0.524], [-2.223, 0.922, 0.378], [1.543, -2.886, -4.130], [1.229, -3.252, 3.892], [-3.219, -0.135, 0.628], [1.927, -2.537, -3.105], [-0.704, 3.577, -1.425], [3.379, -2.765, -1.100], [-1.485, -2.877, -1.620], [-5.096, -2.121, 1.061], [-1.376, -2.329, 3.556], [-0.056, -4.220, -0.206], [-0.447, 1.687, 4.713], [-0.513, -2.386, 2.464], [-5.503, -0.812, 0.823], [-0.567, -4.933, -2.449], [-1.353, -3.804, -2.639], [0.085, 0.914, 3.550], [-0.827, -3.074, -0.398], [-4.567, 0.185, 0.602], [0.361, -3.199, 4.977], [-2.798, -1.432, 0.874], [2.340, -2.091, -1.812], [0.071, -5.143, -1.234], [-0.934, -2.732, 4.809], [2.283, 2.749, -1.277], [0.800, -2.837, 2.642], [-3.749, -2.432, 1.080], [1.685, -1.082, -1.203], [1.496, -2.869, 1.811], [0.670, -6.031, -1.081], [2.489, 3.739, -1.676], [-1.613, -2.698, 5.652], [-0.330, 4.507, -1.844], [2.011, 2.060, -2.074], [0.079, 2.641, 4.773], [-1.861, -3.648, -3.580], [-6.557, -0.569, 0.802], [3.147, 2.382, -0.731], [0.694, -3.533, 5.951], [-0.292, 1.153, 5.649], [-3.428, -3.454, 1.245], [2.237, -3.626, 4.016], [-2.335, 1.628, 1.106], [-1.505, 1.883, 4.570], [-0.458, -5.654, -3.248], [-2.453, 1.377, -0.503], [-4.888, 1.201, 0.405], [0.431, -4.418, 0.737], [-2.394, -1.981, 3.435], [-1.675, 3.764, -0.971], [1.654, 0.193, 4.610], [-5.833, -2.896, 1.221], [-0.771, 2.816, -2.200], [-2.124, -2.014, -1.767], [1.542, -0.389, 2.991]], "lumo_energy_ev": [-6.159, -9.339], "homo_energy_ev": [-14.008, -13.602], "charge": 2, "spin_multiplicity": 2}



{"formula": "C26H27MoN7O11P2S3", "method": "ωB97M-V/def2-TZVPD", "elements": ["Mo", "S", "S", "S", "P", "P", "O", "O", "O", "O", "O", "O", "O", "O", "O", "O", "O", "N", "N", "N", "N", "N", "N", "N", "C", "C", "C", "C", "C", "C", "C", "C", "C", "C", "C", "C", "C", "C", "C", "C", "C", "C", "C", "C", "C", "C", "C", "C", "C", "C", "H", "H", "H", "H", "H", "H", "H", "H", "H", "H", "H", "H", "H", "H", "H", "H", "H", "H", "H", "H", "H", "H", "H", "H", "H", "H", "H"], "positions_angstrom": [[-0.637, 0.281, -0.256], [1.068, -0.622, -1.949], [0.099, -1.771, 2.454], [-3.113, -0.712, -0.011], [2.550, 0.656, 1.258], [3.869, 2.247, -0.750], [-0.255, 2.046, -0.882], [2.762, 0.335, 2.803], [3.321, -0.506, 0.524], [2.829, 1.289, -1.274], [1.039, 0.643, 1.035], [1.526, -2.041, 2.498], [-0.399, -0.744, 3.316], [4.103, 3.614, -1.268], [2.626, 3.304, 1.405], [-1.097, -3.151, -0.733], [5.276, 1.421, -0.774], [-1.143, -1.448, -3.303], [-1.883, 0.473, -2.128], [0.377, -2.957, -3.171], [-2.660, 0.816, 2.159], [-4.056, -0.934, 2.486], [-0.396, -1.611, 0.856], [-1.727, 1.388, 1.274], [-1.532, -5.188, 3.876], [-1.148, -3.790, 1.544], [0.919, 5.429, -0.384], [-1.971, -5.712, 2.657], [-0.580, 3.524, 0.951], [-1.803, -0.195, -3.264], [-3.204, 2.122, -3.264], [-0.720, -3.289, 2.742], [-3.053, 1.444, -4.458], [-0.382, 4.788, 1.520], [1.539, -3.699, -2.687], [-0.672, -3.496, -3.907], [0.710, 4.197, -0.971], [0.075, -1.718, -2.771], [-0.888, -3.960, 3.937], [-1.781, -5.014, 1.472], [-0.024, 3.242, -0.293], [4.749, 2.225, 1.957], [-2.615, 1.597, -2.136], [-2.359, 0.257, -4.454], [3.501, 2.219, 1.082], [-1.420, 2.581, 1.642], [-0.884, -2.847, 0.421], [0.370, 5.737, 0.865], [-1.623, -2.564, -3.999], [-3.249, -0.207, 1.653], [2.355, -0.533, 3.031], [5.343, 1.325, 1.807], [-0.823, 5.003, 2.489], [0.553, 6.703, 1.321], [2.315, 3.195, 2.313], [1.727, -4.527, -3.364], [-1.899, 2.912, 2.560], [-0.545, -3.542, 4.877], [-3.466, 1.835, -5.380], [5.352, 3.095, 1.687], [-2.593, -2.581, -4.466], [5.991, 2.033, -0.996], [-1.695, -5.749, 4.789], [-0.649, -4.506, -4.282], [1.340, -4.071, -1.684], [1.539, 6.154, -0.896], [-4.246, -0.538, 3.392], [-2.212, -0.323, -5.356], [1.155, 3.935, -1.923], [-3.761, 3.047, -3.193], [4.480, 2.293, 3.012], [-4.745, -1.536, 2.075], [-2.466, -6.675, 2.640], [2.400, -3.043, -2.658], [3.372, -0.283, -0.433], [-2.737, 2.071, -1.178], [-2.122, -5.394, 0.516]], "lumo_energy_ev": [-0.569, -0.589], "homo_energy_ev": [-7.616, -8.039], "charge": 0, "spin_multiplicity": 3}



{"formula": "C26H27N4O4Pt", "method": "ωB97M-V/def2-TZVPD", "elements": ["Pt", "O", "O", "O", "O", "N", "N", "N", "N", "C", "C", "C", "C", "C", "C", "C", "C", "C", "C", "C", "C", "C", "C", "C", "C", "C", "C", "C", "C", "C", "C", "C", "C", "C", "C", "H", "H", "H", "H", "H", "H", "H", "H", "H", "H", "H", "H", "H", "H", "H", "H", "H", "H", "H", "H", "H", "H", "H", "H", "H", "H", "H"], "positions_angstrom": [[-0.604, 0.266, 0.380], [-4.133, -1.174, -1.112], [0.709, -1.129, 1.038], [-0.234, 4.343, 0.806], [2.341, -2.610, 1.207], [-2.042, 1.462, -0.088], [-1.972, -1.102, -0.275], [0.276, 2.080, 0.837], [1.174, -0.497, -2.253], [-1.570, -2.144, -2.875], [-4.107, 3.110, -0.645], [3.465, 1.880, 2.677], [-1.724, -3.295, 0.743], [1.639, 2.266, 1.171], [-0.505, 3.154, 0.634], [2.351, -1.222, -1.778], [-3.175, 0.922, -0.535], [2.012, 3.324, -1.090], [-1.754, -2.498, -0.402], [2.104, 1.804, 2.407], [3.873, 2.879, 0.538], [-1.468, -4.653, 0.600], [-2.914, 3.638, -0.166], [1.861, -1.609, 0.694], [-1.943, -2.679, 2.094], [-3.147, -0.590, -0.665], [4.351, 2.407, 1.749], [2.518, 2.818, 0.231], [-1.241, -5.206, -0.651], [-1.269, -4.398, -1.777], [-4.247, 1.739, -0.833], [1.146, 1.244, 3.418], [-1.523, -3.036, -1.668], [2.681, -0.843, -0.338], [-1.877, 2.769, 0.113], [0.659, 0.348, 3.034], [-1.224, -2.678, -3.762], [-1.827, -3.425, 2.880], [-4.934, 3.771, -0.871], [-2.593, -1.803, -3.056], [-1.217, -1.882, 2.261], [1.347, 0.500, -2.230], [-1.428, -5.278, 1.484], [2.832, 3.445, -1.798], [3.725, -1.094, -0.147], [-2.942, -2.242, 2.169], [-2.761, 4.695, 0.001], [1.672, 0.986, 4.337], [1.270, 2.643, -1.514], [2.139, -2.293, -1.839], [2.560, 0.234, -0.203], [-1.030, -6.264, -0.747], [3.832, 1.512, 3.628], [-1.084, -4.824, -2.758], [-5.157, 1.284, -1.197], [1.511, 4.285, -0.960], [0.962, -0.753, -3.210], [-0.944, -1.262, -2.721], [5.410, 2.447, 1.970], [0.365, 1.971, 3.652], [4.560, 3.292, -0.194], [3.245, -1.037, -2.393]], "lumo_energy_ev": 2.511, "homo_energy_ev": -5.092, "charge": -1}



Calculated values (g/mol) of molecular weight for the records, taken in order: 809.599 826.454 867.629 654.604.
Calculated values (kJ/mol) of ΔE to the lowest compared entry with this formula, charge and spin for the records, taken in order: 47.01 30.88 90.40 0.00.